# 1
102
Properties=species:S:1:pos:R:3 method="wB97M-V/def2-TZVPD" gap_ev="6.49 / 6.23" relative_energy_kcal_mol=65.9 charge=-1 total_energy_ha=-7924.39484 molar_mass_g_mol=1313.4 e_lumo_ev="0.91 / 0.64"
Rh -0.62 -0.66 0.48
C -0.27 -8.80 -0.73
C 0.06 -7.42 -0.24
C 1.31 -7.14 0.28
C 1.66 -5.85 0.64
C 0.74 -4.83 0.47
C -0.53 -5.10 -0.01
C -0.87 -6.39 -0.36
S 1.20 -3.15 0.90
O 1.41 -2.38 -0.31
O 2.28 -3.22 1.84
N -0.17 -2.52 1.51
C -0.88 -3.00 2.53
C -0.46 -4.00 3.41
C -1.29 -4.41 4.45
C -2.54 -3.87 4.64
C -3.02 -2.88 3.76
C -4.30 -2.28 3.86
C -4.68 -1.36 2.92
C -3.79 -1.01 1.90
N -2.59 -1.52 1.81
C -2.19 -2.45 2.70
H 0.37 -9.55 -0.27
H -0.12 -8.84 -1.81
H -1.31 -9.05 -0.53
H 2.03 -7.94 0.41
H 2.63 -5.61 1.04
H -1.24 -4.29 -0.12
H -1.85 -6.60 -0.75
H 0.53 -4.41 3.28
H -0.93 -5.17 5.13
H -3.17 -4.19 5.46
H -4.95 -2.57 4.67
H -5.65 -0.90 2.96
H -4.06 -0.28 1.15
O -1.25 -1.48 -1.32
N -0.60 -1.33 -2.39
C 0.12 -2.21 -3.05
C 0.37 -3.55 -2.71
N 0.55 -4.67 -2.52
C 0.62 -1.85 -4.31
N 0.98 -1.61 -5.38
F -1.31 3.40 -1.56
C -0.46 4.30 -2.07
C 0.76 3.84 -2.53
C 1.59 4.77 -3.13
F 2.75 4.37 -3.67
C 1.26 6.12 -3.21
F 2.09 6.99 -3.79
C 0.04 6.55 -2.70
F -0.29 7.85 -2.77
C -0.84 5.63 -2.14
F -2.03 6.05 -1.69
Ge 1.25 1.86 -2.38
S 1.02 0.89 -0.45
C 3.26 1.87 -2.44
C 3.98 2.80 -1.73
F 3.31 3.75 -1.05
C 5.37 2.79 -1.69
F 6.04 3.72 -1.00
C 6.05 1.81 -2.39
F 7.39 1.81 -2.41
C 5.35 0.82 -3.06
F 6.02 -0.15 -3.71
C 3.96 0.85 -3.06
F 3.27 -0.10 -3.69
C 0.54 1.38 -4.21
C -0.78 1.00 -4.36
F -1.56 1.01 -3.28
C -1.32 0.66 -5.59
F -2.60 0.31 -5.71
C -0.51 0.71 -6.72
F -1.01 0.40 -7.92
C 0.81 1.14 -6.61
F 1.58 1.24 -7.69
C 1.31 1.47 -5.35
F 2.56 1.94 -5.27
C -2.99 3.70 4.52
C -2.84 2.18 4.55
C -1.73 1.71 5.47
O -2.67 1.69 3.22
P -1.36 1.66 2.31
S -2.18 1.41 0.48
S 0.04 0.33 2.87
O -0.79 3.15 2.53
C 0.59 3.52 2.50
C 0.83 4.50 3.64
C 0.93 4.15 1.15
H -3.11 4.09 5.53
H -3.85 3.97 3.91
H -2.11 4.15 4.07
H -3.79 1.73 4.87
H -0.78 2.17 5.19
H -1.62 0.63 5.39
H -1.97 1.97 6.50
H 1.20 2.62 2.64
H 0.22 5.39 3.52
H 1.88 4.81 3.64
H 0.61 4.05 4.60
H 0.31 5.02 0.97
H 0.78 3.42 0.36
H 1.97 4.44 1.15



# 2
91
Properties=species:S:1:pos:R:3 method="wB97M-V/def2-TZVPD" gap_ev="4.53 / 4.84" multiplicity=3 relative_energy_kcal_mol=15.6 charge=-2 total_energy_ha=-5062.53939 molar_mass_g_mol=944.9 e_lumo_ev="3.16 / 2.89"
Ti -0.37 0.17 0.95
C -4.83 0.82 -0.25
O -4.11 2.04 0.00
C -2.80 1.69 -0.02
N -2.49 0.51 -0.35
C -3.75 -0.24 -0.55
C -3.83 -0.90 -1.92
C -3.42 -2.23 -2.04
C -3.54 -2.88 -3.26
C -4.06 -2.22 -4.36
C -4.41 -0.89 -4.26
C -4.30 -0.23 -3.04
C -1.78 2.66 0.34
C -2.00 4.01 0.44
C -0.90 4.86 0.65
C 0.36 4.30 0.76
C 0.50 2.92 0.71
N -0.56 2.09 0.51
C 1.71 2.17 0.78
N 1.67 0.88 0.68
C 3.05 0.39 0.63
C 3.85 1.64 1.07
O 2.93 2.73 0.94
C 3.45 -0.05 -0.77
C 2.90 0.53 -1.90
C 3.29 0.12 -3.16
C 4.25 -0.87 -3.31
C 4.82 -1.45 -2.18
C 4.42 -1.04 -0.91
H -5.53 0.98 -1.07
H -5.38 0.57 0.66
H -3.77 -1.04 0.20
H -3.00 -2.73 -1.18
H -3.23 -3.92 -3.34
H -4.15 -2.74 -5.31
H -4.78 -0.36 -5.13
H -4.58 0.82 -2.98
H -2.99 4.40 0.30
H -1.04 5.93 0.68
H 1.24 4.91 0.88
H 3.20 -0.43 1.32
H 4.71 1.82 0.43
H 4.17 1.57 2.11
H 2.14 1.29 -1.80
H 2.83 0.57 -4.03
H 4.55 -1.20 -4.29
H 5.57 -2.22 -2.28
H 4.85 -1.51 -0.03
O 1.99 0.59 7.93
N 2.38 -0.39 7.24
O 3.12 -1.27 7.75
C 2.02 -0.53 5.90
C 2.50 -1.65 5.22
C 2.15 -1.92 3.90
C 2.59 -3.08 3.21
C 2.17 -3.29 1.92
C 1.31 -2.37 1.31
N 0.89 -1.26 1.92
C 1.32 -1.02 3.17
C 0.93 0.21 3.82
N 0.30 1.10 3.04
C -0.19 2.20 3.60
C -0.05 2.47 4.95
C 0.66 1.60 5.75
C 1.21 0.44 5.19
H 3.13 -2.35 5.76
H 3.24 -3.78 3.72
H 2.48 -4.16 1.36
H 0.95 -2.56 0.31
H -0.72 2.88 2.95
H -0.50 3.36 5.37
H 0.79 1.80 6.80
S 0.14 -0.96 -1.25
C -0.26 -0.58 -2.92
C -0.37 -1.71 -3.73
C -0.64 -1.66 -5.09
C -0.73 -2.84 -5.87
N -0.80 -3.79 -6.52
C -0.87 -0.41 -5.69
C -0.75 0.74 -4.92
C -0.40 0.70 -3.55
S -0.09 2.20 -2.79
C -1.21 -0.29 -7.06
N -1.51 -0.16 -8.17
H -0.22 -2.67 -3.25
H -0.88 1.70 -5.38
O -1.42 -1.32 3.85
S -2.23 -1.07 2.68
O -1.84 0.29 2.08
O -3.66 -1.06 2.92
S -1.77 -2.34 1.23



# 3
101
Properties=species:S:1:pos:R:3 method="wB97M-V/def2-TZVPD" gap_ev="7.66 / 8.60" multiplicity=2 relative_energy_kcal_mol=16.6 charge=+1 total_energy_ha=-9139.98651 molar_mass_g_mol=1219.8 e_lumo_ev="-3.73 / -2.76"
Co 0.20 0.38 1.48
Cl -1.86 -8.12 -6.42
C -1.45 -6.99 -5.18
C -0.44 -7.28 -4.28
C -0.12 -6.36 -3.30
C -0.79 -5.15 -3.19
C -0.42 -4.15 -2.11
C -1.28 -4.32 -0.86
N -1.39 -3.05 -0.12
C -2.54 -2.31 0.04
C -2.18 -1.15 0.65
N -0.81 -1.19 0.87
C -0.37 -2.34 0.40
O 0.91 -4.32 -1.66
C 1.87 -3.80 -2.57
C 3.24 -4.35 -2.29
C 3.83 -4.59 -1.09
Cl 3.20 -4.36 0.51
S 5.42 -5.20 -1.24
C 5.33 -5.14 -2.95
C 4.13 -4.68 -3.37
C -1.82 -4.90 -4.10
Cl -2.75 -3.43 -3.97
C -2.15 -5.80 -5.09
H 0.09 -8.23 -4.36
H 0.68 -6.57 -2.59
H -0.58 -3.14 -2.48
H -0.82 -5.08 -0.24
H -2.29 -4.64 -1.12
H -3.50 -2.66 -0.31
H -2.78 -0.32 0.96
H 0.66 -2.69 0.39
H 1.86 -2.71 -2.51
H 1.60 -4.08 -3.59
H 6.18 -5.46 -3.55
H 3.86 -4.57 -4.41
H -2.95 -5.58 -5.79
C 1.16 -0.90 6.36
C 1.74 0.26 5.54
C 1.04 1.57 5.90
C 3.23 0.39 5.78
N 1.61 0.02 4.07
N 0.26 -0.03 3.57
H 1.35 -0.75 7.42
H 1.62 -1.85 6.06
H 0.08 -0.98 6.23
H 1.34 1.88 6.90
H -0.05 1.47 5.91
H 1.31 2.36 5.19
H 3.43 0.56 6.84
H 3.64 1.22 5.20
H 3.76 -0.53 5.49
H 2.05 -0.86 3.83
H -0.21 0.80 3.91
H -0.26 -0.82 3.94
C 4.61 -0.16 -0.23
C 4.05 -1.17 0.53
C 2.77 -1.00 1.01
N 2.04 0.10 0.76
C 2.58 1.08 0.02
C 3.86 0.98 -0.49
H 5.61 -0.26 -0.63
H 4.59 -2.08 0.76
H 2.29 -1.77 1.61
H 1.96 1.95 -0.16
H 4.26 1.80 -1.08
F -3.42 5.74 -1.16
C -4.05 5.24 -0.09
C -3.43 4.27 0.70
C -4.14 3.82 1.80
F -3.66 2.87 2.61
C -5.39 4.31 2.11
F -6.05 3.86 3.17
C -5.97 5.27 1.31
F -7.16 5.74 1.60
C -5.30 5.74 0.20
F -5.85 6.67 -0.57
Ge -1.65 3.68 0.15
S -0.73 2.38 1.63
C -0.41 5.20 0.05
C 0.83 4.98 -0.52
F 1.13 3.77 -1.05
C 1.80 5.94 -0.59
F 2.99 5.68 -1.13
C 1.54 7.19 -0.07
F 2.46 8.14 -0.14
C 0.32 7.46 0.51
F 0.08 8.66 1.01
C -0.63 6.46 0.58
F -1.78 6.77 1.19
C -1.99 2.96 -1.65
C -1.55 3.48 -2.85
F -0.75 4.54 -2.92
C -1.92 2.92 -4.06
F -1.49 3.43 -5.20
C -2.76 1.83 -4.08
F -3.11 1.29 -5.23
C -3.23 1.29 -2.90
F -4.03 0.23 -2.92
C -2.85 1.88 -1.72
F -3.37 1.37 -0.59



# 4
85
Properties=species:S:1:pos:R:3 method="wB97M-V/def2-TZVPD" gap_ev="4.96 / 6.37" multiplicity=3 relative_energy_kcal_mol=13.4 charge=-1 total_energy_ha=-5282.37946 molar_mass_g_mol=899.2 e_lumo_ev="1.58 / 1.51"
Pd 0.04 -0.15 0.06
S -0.07 -0.77 -2.26
C 0.74 -2.31 -2.47
C 0.61 -3.00 -3.69
C 1.18 -4.25 -3.86
C 1.88 -4.84 -2.82
C 2.06 -4.16 -1.63
C 1.52 -2.89 -1.46
As 1.71 -1.83 0.15
C 2.70 -3.07 1.29
C 2.00 -3.91 2.15
C 2.67 -4.84 2.93
C 4.05 -4.93 2.87
C 4.76 -4.09 2.02
C 4.09 -3.17 1.23
C 3.19 -0.65 -0.36
C 3.64 0.21 0.64
C 4.64 1.14 0.39
C 5.19 1.23 -0.88
C 4.74 0.39 -1.89
C 3.74 -0.54 -1.63
H 0.03 -2.53 -4.48
H 1.07 -4.76 -4.80
H 2.29 -5.84 -2.93
H 2.62 -4.61 -0.82
H 0.92 -3.84 2.17
H 2.11 -5.49 3.59
H 4.58 -5.65 3.48
H 5.84 -4.17 1.97
H 4.65 -2.52 0.57
H 3.18 0.15 1.62
H 5.00 1.78 1.18
H 5.97 1.95 -1.09
H 5.17 0.46 -2.89
H 3.39 -1.19 -2.43
C 0.50 0.72 1.83
C 0.71 1.21 2.92
C 0.94 1.79 4.21
C -0.12 2.41 4.89
C 0.09 2.99 6.13
C 1.35 2.97 6.71
C 2.40 2.35 6.05
C 2.20 1.77 4.81
H -1.10 2.42 4.43
H -0.74 3.47 6.65
H 1.51 3.44 7.68
H 3.38 2.33 6.50
H 3.02 1.29 4.29
O -0.86 -3.21 0.77
C -1.79 -2.44 1.02
O -1.78 -1.17 1.13
C -3.15 -3.05 1.27
C -3.59 -4.13 0.52
C -4.84 -4.67 0.74
C -5.65 -4.15 1.75
C -5.22 -3.06 2.50
C -3.98 -2.50 2.25
N -6.93 -4.74 2.02
O -7.30 -5.68 1.33
O -7.60 -4.29 2.94
H -2.95 -4.53 -0.25
H -5.21 -5.51 0.16
H -5.87 -2.66 3.27
H -3.63 -1.65 2.81
S -3.91 3.90 -3.25
C -2.88 2.95 -2.15
C -1.50 3.13 -2.15
C -0.73 2.39 -1.28
N -1.24 1.49 -0.43
C -2.57 1.32 -0.43
C -3.42 2.02 -1.27
C -4.41 5.15 -2.08
C -3.71 6.34 -1.98
C -4.15 7.29 -1.07
N -5.20 7.12 -0.27
C -5.86 5.97 -0.37
C -5.51 4.95 -1.25
H -1.04 3.83 -2.83
H 0.35 2.51 -1.24
H -2.94 0.57 0.26
H -4.48 1.85 -1.24
H -2.85 6.53 -2.61
H -3.64 8.24 -0.97
H -6.71 5.85 0.29
H -6.08 4.04 -1.30



# 5
93
Properties=species:S:1:pos:R:3 method="wB97M-V/def2-TZVPD" gap_ev="7.24 / 7.17" multiplicity=4 relative_energy_kcal_mol=0.0 charge=+1 total_energy_ha=-5343.73034 molar_mass_g_mol=946.0 e_lumo_ev="-2.84 / -2.99"
Mn 1.50 0.83 -0.32
O 1.34 5.87 4.36
C 1.34 5.01 3.54
S 0.98 5.29 1.81
C 1.17 3.62 1.35
C 1.52 2.71 2.27
S 1.78 1.00 1.98
S 1.76 3.31 3.88
S 0.92 3.13 -0.31
C -3.61 -1.36 -1.09
N -2.34 -0.64 -1.32
C -1.22 -0.59 -0.60
N -0.34 0.18 -1.23
C -0.99 0.56 -2.36
N -2.20 0.08 -2.46
C -3.80 -1.77 0.34
C -4.81 -1.23 1.13
C -5.00 -1.68 2.43
C -4.17 -2.65 2.97
C -3.15 -3.18 2.19
C -2.99 -2.75 0.88
C -2.20 -4.17 2.72
N -2.21 -4.86 3.80
N -1.02 -5.60 3.80
C -0.40 -5.27 2.72
O -1.09 -4.37 1.98
C 0.92 -5.64 2.21
C 1.79 -6.43 2.95
C 3.07 -6.67 2.47
C 3.50 -6.10 1.28
C 2.63 -5.31 0.54
C 3.06 -4.58 -0.71
N 3.00 -3.13 -0.49
C 2.04 -2.27 -0.81
N 2.27 -1.10 -0.23
C 3.44 -1.32 0.46
N 3.90 -2.53 0.33
C 1.34 -5.11 1.00
H -3.61 -2.24 -1.74
H -4.39 -0.69 -1.43
H -1.10 -1.03 0.37
H -0.57 1.21 -3.11
H -5.46 -0.46 0.72
H -5.80 -1.26 3.03
H -4.30 -3.00 3.99
H -2.22 -3.22 0.27
H 1.47 -6.84 3.90
H 3.75 -7.29 3.05
H 4.51 -6.26 0.93
H 2.39 -4.79 -1.54
H 4.07 -4.82 -1.00
H 1.20 -2.51 -1.45
H 3.92 -0.57 1.06
H 0.66 -4.49 0.43
C -4.76 3.86 -4.10
C -4.82 3.52 -2.75
C -3.67 3.48 -1.98
C -2.43 3.79 -2.55
C -2.39 4.13 -3.91
C -3.54 4.17 -4.68
C -1.13 3.74 -1.85
C -0.83 3.45 -0.58
C -1.73 3.36 0.60
C -2.52 4.46 0.92
C -3.35 4.43 2.03
C -3.37 3.31 2.85
C -2.56 2.22 2.56
C -1.73 2.25 1.44
H -5.67 3.89 -4.69
H -5.77 3.28 -2.30
H -3.74 3.20 -0.94
H -1.44 4.38 -4.36
H -3.49 4.44 -5.72
H -0.28 3.91 -2.51
H -2.50 5.34 0.28
H -3.96 5.29 2.26
H -4.01 3.29 3.73
H -2.55 1.36 3.21
H -1.06 1.43 1.25
F 7.74 -0.17 -2.89
C 7.42 1.09 -2.56
F 7.69 1.87 -3.61
F 8.21 1.47 -1.55
C 5.96 1.19 -2.18
C 5.02 0.49 -2.93
C 3.69 0.60 -2.56
N 3.28 1.35 -1.53
C 4.19 2.03 -0.84
C 5.55 1.98 -1.13
H 5.31 -0.13 -3.76
H 2.92 0.06 -3.11
H 3.83 2.64 -0.02
H 6.26 2.54 -0.54